# 1
74
Properties=species:S:1:pos:R:3:lowdin_spin:R:1 method="wB97M-V/def2-TZVPD" de_lowest_ev=1.017 multiplicity=4 gap_ha="0.253 / 0.254" charge=+1 homo_energy_ha="-0.3469 / -0.3467" total_energy_ha=-2671.16013
Nd -1.6778 0.7099 -0.5632 3.06
C -0.0991 2.8082 0.2434 -0.01
C 0.2643 2.5075 -1.1115 -0.01
C -1.9343 3.2406 -1.1006 0.00
C -1.4505 3.2703 0.2431 0.00
C -0.8743 2.7768 -1.9457 -0.01
C 0.8360 2.9318 1.3980 0.00
H 1.7426 2.3327 1.2520 0.00
H 0.3660 2.6121 2.3363 0.00
H 1.1639 3.9734 1.5459 0.00
C -2.1527 3.8906 1.3950 0.00
H -1.7269 3.5497 2.3443 0.00
H -3.2211 3.6442 1.3978 0.00
H -2.0747 4.9908 1.3641 0.00
C -3.2855 3.6771 -1.5466 0.00
H -3.5872 4.5969 -1.0265 0.00
H -4.0511 2.9157 -1.3310 0.00
H -3.3016 3.8675 -2.6255 0.00
C -0.8799 2.7727 -3.4371 0.00
H -1.5473 3.5540 -3.8208 0.00
H -1.2452 1.8273 -3.8564 0.00
H 0.1284 2.9491 -3.8318 0.00
C 1.6345 2.2208 -1.6211 0.00
H 1.8965 2.9205 -2.4274 0.00
H 1.7158 1.2124 -2.0504 0.00
H 2.3845 2.3005 -0.8270 0.00
C 1.8886 -0.8599 3.6291 0.00
C 3.1750 -0.7067 3.2953 0.00
C 3.8289 -1.2040 2.0334 0.00
C 3.2103 -2.4954 1.4533 0.00
C 2.2858 -2.2392 0.2420 0.00
C 1.6027 -0.9098 0.2447 0.00
C 0.6345 -0.5637 1.3867 0.00
C 0.7718 -1.3237 2.7237 0.00
H 4.8853 -1.4205 2.2648 0.00
H 2.6892 -3.0605 2.2316 0.00
H 3.8761 -0.4038 1.2779 0.00
H 0.7813 -2.4107 2.5295 0.00
H 1.5546 -0.6391 4.6499 0.00
H 3.8550 -0.1690 3.9640 0.00
H -0.1674 -1.1415 3.2792 0.00
H 0.7253 0.5121 1.5990 0.00
H 2.2527 -0.0632 -0.0227 0.00
H -0.4384 -0.7255 1.0998 0.00
H 4.0336 -3.1424 1.1090 0.00
H 2.9559 -2.2865 -0.6302 0.00
P 0.9561 -3.4396 -0.1662 0.00
C 0.5658 -4.5060 1.2143 0.00
C 1.7839 -4.5445 -1.3481 0.00
P 0.2348 -0.9495 -1.4253 -0.01
C -0.4261 -2.6244 -0.9279 0.00
C 1.5055 -1.3669 -2.6795 0.00
C -1.0963 -0.6790 -2.8503 -0.01
H -0.4579 -4.3171 1.5478 0.00
H 1.2762 -4.4083 2.0391 0.00
H 0.6418 -5.5308 0.8334 0.00
H 1.5686 -5.5662 -1.0266 0.00
H 2.8755 -4.4072 -1.3273 0.00
H 1.4075 -4.4203 -2.3709 0.00
H -1.1096 -1.6508 -3.3672 0.00
H -0.7365 0.0809 -3.5515 0.00
H -2.1572 -0.4698 -2.5584 0.00
H -1.2856 -2.5870 -0.2260 0.00
H -0.7490 -3.1796 -1.8232 0.00
H 1.5162 -0.5559 -3.4130 0.00
H 1.2278 -2.2801 -3.2186 0.00
H 2.5246 -1.4439 -2.3013 0.00
F -5.1891 0.4825 3.0585 0.00
C -5.3193 0.9318 1.7976 0.00
F -6.3856 0.3332 1.2327 0.00
F -5.5681 2.2718 1.8453 0.00
C -4.0056 0.7071 0.9649 0.00
O -2.9099 0.6189 1.5898 -0.01
O -4.1128 0.7007 -0.2996 0.00



# 2
17
Properties=species:S:1:pos:R:3:nbo_charge:R:1 method="wB97M-V/def2-TZVPD" de_lowest_ev=3.063 gap_ha=0.336 smiles="C=C/C=C/O.O.O" homo_energy_ha=-0.3124 total_energy_ha=-384.03706
C -1.3240 -0.8406 1.2350 -0.39
C -0.0729 -0.7020 0.7711 -0.24
C 0.1424 0.4755 -0.0824 -0.40
C 1.3841 0.6256 -0.6485 0.20
O 1.5939 1.5828 -1.5568 -0.69
H -1.6084 -1.5829 1.8845 0.18
H -2.1954 -0.2251 0.9690 0.20
H 0.6932 -1.2330 1.2858 0.22
H -0.6225 1.2263 -0.3765 0.23
H 2.2284 0.0145 -0.5210 0.19
H 0.8508 2.2547 -1.8372 0.50
H -0.1390 1.8352 1.4827 0.48
H -1.0201 1.3436 2.6338 0.47
O -0.9982 2.0999 2.0396 -0.95
H -0.2340 -2.7142 -2.6216 0.46
H 0.8009 -1.9381 -1.9020 0.47
O 0.5206 -2.2224 -2.7555 -0.93



# 3
11
Properties=species:S:1:pos:R:3:nbo_charge:R:1 method="wB97M-V/def2-TZVPD" de_lowest_ev=1.696 gap_ha=0.371 charge=+1 homo_energy_ha=-0.5333 total_energy_ha=-342.64507
C -0.2686 -2.4551 -0.3177 0.36
C 0.2754 1.4121 1.7693 1.14
C 0.0446 1.4809 -0.7255 -0.31
O 0.3174 1.2987 2.8876 -0.30
O 0.3911 1.7392 0.6594 -0.37
O -0.1992 -1.3055 -0.1239 -0.58
H -0.5851 -3.1405 0.4369 0.13
H 0.0068 -2.9741 -1.3640 0.13
H -0.7102 2.1202 -1.1317 0.25
H -0.2198 0.2847 -0.7542 0.30
H 0.9476 1.5395 -1.3361 0.25